{
  "formula": "CsH4O2",
  "method": "ωB97M-V/def2-TZVPD",
  "symbols": ["Cs", "O", "H", "H", "O", "H", "H"],
  "positions_angstrom": [[2.0890, 1.1560, -0.4636], [-0.5550, 1.0440, 1.1194], [-0.7570, 1.4680, 0.3054], [-0.6180, 0.1480, 0.8234], [0.0000, -1.0880, -0.2456], [-0.0690, -2.0160, -0.3776], [-0.0900, -0.7120, -1.1616]],
  "nbo_charge": [0.9946, -0.9398, 0.4398, 0.4868, -0.9634, 0.5093, 0.4728],
  "homo_ev": -15.494,
  "e_lumo_ev": -4.102,
  "e_above_lowest_kcal_mol": 19.2,
  "e_tot_ha": -172.80576,
  "charge": 1,
  "homo_lumo_gap_ev": 11.39
}